Entry 1:
Here is 2 unconnected molecules or ions with the total composition C4H12NO at a distorted geometry from the Open Molecules 2025 dataset. Energies are from ωB97M-V with the def2-TZVPD basis set.

```
! wB97M-V def2-TZVPD RIJCOSX def2/J DEFGRID3
* xyz 1 1
C 0.31200 0.88952 1.71826
C -0.06301 -0.57442 1.51556
C -0.29643 -0.98398 0.10287
C -1.37236 -1.56787 -0.39215
N 0.75851 -0.59260 -0.85824
H 0.52886 1.12788 2.75339
H -0.48483 1.57480 1.39797
H 1.13673 1.23689 1.09046
H -0.99117 -0.74317 2.05429
H 0.69735 -1.20928 1.97227
H -2.20978 -1.77317 0.25522
H -1.38589 -2.03910 -1.36527
H 1.70772 -0.69922 -0.50156
H 0.66692 -1.10354 -1.73343
H 0.61962 0.42288 -1.12647
H -0.09341 2.54253 -0.96778
H 0.79950 2.59762 -2.20786
O 0.29730 1.98030 -1.64940
*
```

lowest unoccupied orbital energy: -3.2 eV
gap between HOMO and LUMO: 11.30 eV

***

Entry 2:
Here is 7 unconnected molecules or ions with the total composition C5H23NO8 at a distorted geometry from the Open Molecules 2025 dataset. Energies are from ωB97M-V with the def2-TZVPD basis set.

```
! wB97M-V def2-TZVPD RIJCOSX def2/J DEFGRID3
* xyz 0 1
C -0.93308 1.26196 1.45767
C 0.03950 0.09982 1.50027
N 1.37301 0.49374 1.05169
C 2.21511 0.97147 2.13576
C 2.09949 -0.55142 0.30577
C 1.66215 -0.35014 -1.12582
O 2.31382 0.22892 -1.95606
O 0.44876 -0.85331 -1.38326
H -0.63392 2.09157 2.09722
H -1.96486 0.94789 1.63346
H -1.13558 1.69362 0.47057
H -0.43090 -0.69877 0.94548
H 0.07634 -0.24302 2.53395
H 1.61860 1.54125 2.84951
H 2.95586 1.70194 1.80389
H 2.68086 0.19234 2.74268
H 1.88535 -1.55060 0.70003
H 3.17610 -0.44963 0.32984
H 0.01663 -0.49737 -2.19069
O 0.45900 -2.97400 2.54092
H -0.47033 -2.77134 2.63424
H 0.58794 -2.91370 1.58876
O -2.73585 1.45226 -0.87046
H -2.88905 0.49756 -1.06743
H -3.13951 1.89674 -1.61811
O -3.00661 -1.18960 -1.54514
H -3.36390 -1.52603 -0.71297
H -2.15863 -1.67756 -1.60257
O -1.03453 -3.09012 -1.93613
H -0.19432 -2.76470 -1.58502
H -0.91520 -3.62115 -2.72758
O 1.02444 3.15562 -0.20961
H 1.37626 2.44131 0.34265
H 1.59014 3.26424 -0.97823
O -0.88239 0.87031 -2.86498
H -0.39735 1.63934 -3.19323
H -1.31336 1.28057 -2.09706
*
```

lowest unoccupied orbital energy: 0.2 eV
gap between HOMO and LUMO: 9.29 eV
structure (SMILES): CCN(C)CC(=O)O.O.O.O.O.O.O

***

Entry 3:
Here is a molecular structure, C44H45IrN5O2PSi from the Open Molecules 2025 dataset. Energies are from ωB97M-V with the def2-TZVPD basis set.

```
! wB97M-V def2-TZVPD RIJCOSX def2/J DEFGRID3
* xyz 3 6
Ir -0.85162 0.19489 -0.86438
C 4.65976 -0.36564 -1.09340
O 4.06580 0.89048 -1.54819
C 2.75528 0.71701 -1.73275
N 2.38799 -0.60268 -1.67345
C 3.62140 -1.40984 -1.50954
C 2.84480 -2.30429 -0.49138
C 4.72687 -3.59601 0.53455
C 4.86185 -4.87877 0.94300
C 3.84030 -5.53362 1.67394
C 2.65786 -4.82823 2.00161
C 2.46998 -3.53770 1.62970
C 1.90492 1.78760 -2.02833
C 2.49181 3.03325 -2.38841
C 1.72261 4.05233 -2.85691
C 0.32872 3.85936 -2.92260
C -0.17818 2.67437 -2.47388
N 0.54509 1.60882 -2.01742
C -1.61456 2.49133 -2.37646
N -2.13709 1.52101 -1.66421
C -3.61241 1.50951 -1.91791
C -3.79535 2.79451 -2.76200
O -2.42669 3.28134 -2.99153
C -4.08720 0.27739 -2.64640
C -5.34539 -0.23693 -2.36635
C -5.82138 -1.33815 -3.06965
C -5.03764 -1.92682 -4.05106
C -3.78374 -1.40450 -4.34495
C -3.31065 -0.30104 -3.64832
H 4.83589 -0.28550 -0.01994
H 5.61068 -0.48313 -1.60223
H 3.92013 -1.91538 -2.42709
H 5.53941 -3.10612 0.00667
H 5.77766 -5.41274 0.72208
H 3.97131 -6.55609 1.99536
H 1.88824 -5.33405 2.57149
H 1.54656 -3.02882 1.88223
H 3.56791 3.12211 -2.32785
H 2.16732 4.98450 -3.17764
H -0.33956 4.62801 -3.28567
H -4.11955 1.60746 -0.95791
H -4.34998 3.58425 -2.26485
H -4.21847 2.59424 -3.74138
H -5.96877 0.23403 -1.61355
H -6.80643 -1.73077 -2.85395
H -5.41154 -2.77980 -4.60135
H -3.18584 -1.84486 -5.13255
H -2.34027 0.11487 -3.90605
N 1.79109 -0.36980 0.74484
P 0.65475 0.83150 1.13359
C 0.49554 0.68810 2.92251
C 0.00260 1.78499 3.64012
C -0.09844 1.71958 5.01878
C 0.30284 0.57172 5.69448
C 0.80254 -0.51411 4.98952
C 0.88987 -0.46399 3.60582
C 1.32247 2.48932 0.91707
C 0.45207 3.52838 0.59448
C 0.91804 4.83564 0.54999
C 2.25768 5.09771 0.80258
C 3.12994 4.06004 1.11565
C 2.66308 2.75678 1.18526
C 1.76927 -1.16473 -0.44928
C 3.49222 -2.78147 0.82441
C 2.31777 -3.48348 -1.25107
C 1.05812 -3.58431 -1.68543
C 0.10202 -2.55094 -1.39013
N 0.37541 -1.45071 -0.76450
H 2.69045 -0.30689 1.20574
H -0.28520 2.69633 3.13049
H -0.47327 2.57118 5.57086
H 0.23853 0.53123 6.77410
H 1.12880 -1.40084 5.51674
H 1.28939 -1.31371 3.06889
H -0.59897 3.32348 0.40880
H 0.23806 5.64795 0.32741
H 2.62420 6.11519 0.76783
H 4.16936 4.27189 1.32915
H 3.34773 1.96666 1.47544
H 3.82392 -1.87722 1.36443
H 3.02472 -4.28827 -1.42805
H 0.71493 -4.45314 -2.22867
H -0.92958 -2.68902 -1.70140
C -2.16474 -1.53315 2.75498
Si -3.16031 -0.49393 1.59635
C -4.87768 -1.11921 1.42326
C -3.08978 1.34700 1.83951
C -2.28444 -1.00683 -0.19646
H -2.30019 -1.16129 3.77633
H -1.09902 -1.52335 2.53220
H -2.52652 -2.56269 2.71246
H -5.37388 -0.96957 2.38929
H -4.89754 -2.18691 1.19808
H -5.45863 -0.59068 0.66784
H -2.65843 1.57371 2.81664
H -4.09856 1.76620 1.81636
H -2.49295 1.86584 1.08546
H -3.20742 -0.98391 -0.79092
H -1.97965 -2.03746 -0.01101
*
```

⟨S²⟩: 8.821
lowest unoccupied orbital energy (spin up / spin down): -8.6 / -11.2 eV
gap between HOMO and LUMO (spin up / spin down): 5.39 / 5.21 eV

***

Entry 4:
Here is 2 unconnected molecules or ions with the total composition C5H14NO2 at a distorted geometry from the Open Molecules 2025 dataset. Energies are from ωB97M-V with the def2-TZVPD basis set.

```
! wB97M-V def2-TZVPD RIJCOSX def2/J DEFGRID3
* xyz 1 1
C -0.19369 0.51689 -2.81175
O 1.19485 0.27690 -2.97348
C -0.65081 -0.29903 -1.61769
C 0.18318 0.03939 -0.37142
C -0.19446 -0.80791 0.81329
C 0.00230 -2.10221 0.98208
N -0.84768 -0.05483 1.90903
H -0.39982 1.58009 -2.64196
H -0.74291 0.22073 -3.70593
H 1.47326 0.69337 -3.79894
H -0.52303 -1.35243 -1.86758
H -1.70221 -0.07947 -1.42191
H 1.23697 -0.11722 -0.59494
H 0.06345 1.09680 -0.12180
H 0.50750 -2.63731 0.19007
H -0.29624 -2.64106 1.86560
H -1.65301 0.48612 1.60012
H -0.17311 0.62458 2.33698
H -1.14525 -0.70150 2.63123
H 1.66377 1.20179 3.61115
H 1.16465 2.50986 2.97753
O 1.03229 1.54646 3.01032
*
```

lowest unoccupied orbital energy: -3.2 eV
gap between HOMO and LUMO: 10.15 eV